The following is a quantum chemistry calculation of the molecule C6H4O, from OMol25.

Geometry as XYZ:
```
11
Properties=species:S:1:pos:R:3:forces:R:3:nbo_charge:R:1
C 0.08537 2.09241 1.45910 -0.550 -0.177 0.232 -0.124
C -0.81366 1.28668 1.55918 0.647 0.309 -0.124 -0.111
C -1.26331 0.02985 1.20726 0.239 -0.367 -0.249 -0.004
C -1.05070 -1.00945 0.61247 0.036 0.676 0.319 -0.017
C 0.02314 -1.40002 -0.30622 -0.077 -0.354 -0.073 -0.014
C 0.27198 -0.45014 -1.40187 -0.072 0.018 -0.357 -0.086
O 1.11080 -0.46884 -0.26833 0.177 -0.120 0.078 -0.474
H 0.94427 2.71071 1.32398 -0.264 0.211 0.217 0.242
H 0.34703 -2.43177 -0.37969 -0.192 0.045 -0.089 0.211
H -0.39259 0.41093 -1.47742 0.105 -0.136 0.021 0.190
H 0.73768 -0.77035 -2.32845 -0.048 -0.105 0.024 0.187
```
Positions in Å, forces in eV/Å.

SMILES ... C#CC#C[C@H]1CO1
LUMO level ... 0.2158 eV
HOMO ... -9.4 eV
Total charge ... 0
Kohn-Sham gap ... 9.57 eV
Spin multiplicity ... 1

---

The following is a quantum chemistry calculation of a 2-piece molecular cluster, CH3NO2 overall in a non-equilibrium geometry, from OMol25.

Geometry as XYZ:
```
7
Properties=species:S:1:pos:R:3:forces:R:3:nbo_charge:R:1
C 0.89860 -0.00668 -0.01432 1.099 -2.719 -3.648 -0.260
N -1.66606 0.44592 0.26031 1.862 -1.391 -0.752 0.468
O -2.65972 0.08007 -0.09111 0.416 -0.225 0.046 -0.115
O -0.24535 -0.71750 -0.24296 -3.906 0.667 0.324 -0.586
H 1.50543 -0.55314 0.61131 1.479 -1.262 2.124 0.160
H 0.63675 0.85130 0.46472 0.021 3.354 0.707 0.171
H 1.53033 -0.09997 -0.98795 -0.972 1.575 1.199 0.163
```
Positions in Å, forces in eV/Å.

LUMO level (spin up / spin down) ... -0.9248 / -0.9228 eV
HOMO (spin up / spin down) ... -9.3 / -9.3 eV
Total charge ... 0
Kohn-Sham gap (spin up / spin down) ... 8.40 / 8.40 eV
Spin multiplicity ... 1

---

The following is a quantum chemistry calculation of an isolated ion of composition C4H8NO and charge +1 in a non-equilibrium geometry, from OMol25.

Geometry as XYZ:
```
14
Properties=species:S:1:pos:R:3:forces:R:3:nbo_charge:R:1
C -1.54470 0.59543 0.11691 1.796 2.161 -1.328 -0.412
N -0.22037 0.04982 0.03797 1.420 -3.082 5.899 -0.283
C 0.57136 0.38912 -1.09931 0.391 -2.187 -1.441 -0.412
C 0.26092 -0.66093 1.09184 -1.832 4.197 -6.397 0.654
C 1.23905 -1.36766 1.73567 1.770 0.101 0.049 -0.104
O -0.09806 -1.05102 2.22519 -1.960 -0.203 1.957 -0.318
H -2.18530 0.26393 0.86378 -0.798 -0.598 1.384 0.248
H -1.81775 0.35926 -0.84220 -2.215 -0.714 -2.218 0.223
H -1.38344 1.67434 0.01489 -0.540 0.090 0.848 0.229
H 0.18871 -0.14996 -2.02904 0.495 0.669 1.227 0.241
H 1.57943 0.07718 -0.86961 0.361 -0.022 -0.371 0.232
H 0.54960 1.42610 -1.26481 -0.080 1.426 -0.154 0.235
H 1.38585 -2.33599 1.44021 0.285 -2.552 -0.365 0.230
H 2.04941 -0.87036 2.17433 0.908 0.714 0.910 0.237
```
Positions in Å, forces in eV/Å.

SMILES ... C[N+](C)=C1CO1
LUMO level ... -3.9288 eV
HOMO ... -15.7 eV
Total charge ... +1
Kohn-Sham gap ... 11.75 eV
Spin multiplicity ... 1

---

Look up the total charge of the third one. +1